No. 1
{"formula": "C13H6Cl3F5IMgNO", "method": "ωB97M-V/def2-TZVPD", "symbols": ["Mg", "Cl", "C", "C", "C", "Cl", "C", "O", "C", "Cl", "C", "H", "H", "F", "C", "F", "C", "F", "F", "F", "I", "C", "C", "C", "C", "C", "N", "H", "H", "H", "H"], "xyz": [[-0.69, 0.12, 0.16], [4.93, 4.73, 0.14], [3.43, 3.87, 0.10], [3.44, 2.49, -0.06], [2.23, 1.83, -0.09], [2.17, 0.10, -0.28], [0.99, 2.46, 0.03], [-0.13, 1.80, 0.00], [1.04, 3.86, 0.18], [-0.46, 4.70, 0.33], [2.23, 4.56, 0.22], [4.37, 1.95, -0.15], [2.22, 5.63, 0.34], [-3.28, -0.63, 1.49], [-2.73, 0.25, 0.55], [-3.33, 1.46, 0.77], [-3.23, -0.25, -0.81], [-2.31, 0.12, -1.77], [-3.25, -1.60, -0.84], [-4.42, 0.18, -1.24], [0.22, -1.24, 2.72], [-0.09, -2.50, 1.06], [-0.05, -3.88, 1.22], [-0.29, -4.65, 0.09], [-0.54, -4.03, -1.13], [-0.55, -2.65, -1.18], [-0.33, -1.90, -0.10], [0.15, -4.32, 2.18], [-0.27, -5.73, 0.17], [-0.75, -4.61, -2.02], [-0.73, -2.13, -2.10]], "relative_energy_kcal_mol": 14.1, "max_force_ev_per_a": 1.93, "homo_ev": -8.0}



No. 2
{"formula": "C2H2BrI", "method": "ωB97M-V/def2-TZVPD", "symbols": ["C", "C", "Br", "I", "H", "H"], "xyz": [[-1.63, 1.00, -0.60], [1.03, -0.42, 0.24], [-3.02, 0.13, 0.05], [2.26, 1.06, -0.06], [0.54, -0.81, 1.04], [0.82, -0.96, -0.67]], "relative_energy_kcal_mol": 133.4, "max_force_ev_per_a": 3.27, "homo_ev": [-7.8, -8.3]}



No. 3
{"formula": "C4H16O4", "method": "ωB97M-V/def2-TZVPD", "symbols": ["C", "C", "C", "C", "H", "H", "H", "H", "H", "H", "H", "H", "O", "H", "H", "O", "H", "H", "O", "H", "H", "O", "H", "H"], "xyz": [[-1.91, 1.05, -0.47], [-0.69, 0.54, -0.41], [0.56, 1.25, -0.81], [1.06, 0.70, -2.13], [-2.82, 0.47, -0.31], [-2.12, 2.02, -0.93], [-0.54, -0.47, -0.05], [0.55, 2.34, -0.81], [1.32, 1.04, -0.05], [0.39, 0.84, -2.98], [2.04, 1.14, -2.36], [1.29, -0.36, -2.14], [2.44, -0.71, 3.72], [2.85, -0.58, 2.86], [1.51, -0.50, 3.59], [-2.33, -0.74, -3.39], [-2.59, -0.85, -2.46], [-2.71, 0.15, -3.50], [1.62, -1.27, 1.05], [0.92, -1.76, 1.51], [2.21, -1.99, 0.78], [-0.67, -0.84, 2.92], [-1.12, -1.38, 3.58], [-1.26, -0.09, 2.80]], "relative_energy_kcal_mol": 24.9, "max_force_ev_per_a": 1.22, "homo_ev": -9.7, "smiles": "C=CCC.O.O.O.O"}



No. 4
{"formula": "C33H70Cl24N2PS", "method": "ωB97M-V/def2-TZVPD", "symbols": ["C", "C", "C", "C", "N", "C", "P", "S", "C", "C", "C", "N", "C", "H", "H", "H", "H", "H", "H", "H", "H", "H", "H", "H", "H", "H", "H", "H", "H", "H", "H", "H", "H", "H", "H", "Cl", "C", "C", "Cl", "H", "H", "H", "H", "Cl", "C", "C", "Cl", "H", "H", "H", "H", "Cl", "C", "C", "Cl", "H", "H", "H", "H", "Cl", "C", "C", "Cl", "H", "H", "H", "H", "Cl", "C", "C", "Cl", "H", "H", "H", "H", "Cl", "C", "C", "Cl", "H", "H", "H", "H", "Cl", "C", "C", "Cl", "H", "H", "H", "H", "Cl", "C", "C", "Cl", "H", "H", "H", "H", "Cl", "C", "C", "Cl", "H", "H", "H", "H", "Cl", "C", "C", "Cl", "H", "H", "H", "H", "Cl", "C", "C", "Cl", "H", "H", "H", "H", "Cl", "C", "C", "Cl", "H", "H", "H", "H"], "xyz": [[3.42, -0.84, 2.65], [2.80, -0.91, 1.24], [2.43, -2.35, 0.89], [0.99, -2.61, 0.38], [0.09, -1.49, 0.50], [-0.84, -1.39, 1.59], [-1.74, 0.22, 1.30], [-0.58, 1.76, 1.55], [-0.21, -1.20, 2.99], [0.10, -2.48, 3.81], [-0.78, -3.67, 3.48], [-2.06, -3.20, 2.90], [-1.93, -2.49, 1.60], [3.59, -1.81, 3.08], [4.35, -0.29, 2.63], [2.79, -0.30, 3.34], [3.59, -0.58, 0.57], [1.99, -0.21, 1.23], [2.63, -3.03, 1.70], [3.09, -2.68, 0.10], [1.07, -2.83, -0.67], [0.61, -3.53, 0.81], [-0.39, -1.31, -0.37], [-2.86, 0.13, 2.15], [-2.15, 0.17, -0.05], [0.61, -0.53, 2.91], [-0.97, -0.67, 3.56], [-0.11, -2.23, 4.84], [1.14, -2.74, 3.80], [-0.31, -4.44, 2.90], [-1.05, -4.15, 4.41], [-2.50, -2.59, 3.59], [-2.66, -4.01, 2.78], [-1.76, -3.20, 0.82], [-2.91, -2.06, 1.41], [-4.05, -2.62, 5.37], [-5.67, -2.11, 4.81], [-5.63, -1.63, 3.39], [-4.73, -0.10, 3.23], [-6.04, -1.34, 5.49], [-6.32, -2.98, 4.89], [-6.63, -1.45, 3.02], [-5.16, -2.37, 2.75], [8.24, -2.07, -2.32], [7.39, -0.62, -1.71], [6.95, -0.79, -0.28], [5.65, -2.01, -0.12], [6.55, -0.43, -2.37], [8.09, 0.21, -1.79], [6.55, 0.15, 0.09], [7.77, -1.09, 0.36], [7.20, 1.75, -3.88], [7.35, 0.76, -5.37], [8.76, 0.74, -5.90], [9.25, 2.33, -6.53], [6.65, 1.16, -6.10], [7.04, -0.25, -5.11], [8.82, 0.04, -6.72], [9.47, 0.45, -5.13], [3.59, 3.53, -9.25], [3.24, 3.75, -7.51], [4.25, 3.05, -6.64], [4.13, 1.27, -6.76], [2.23, 3.39, -7.33], [3.27, 4.82, -7.31], [4.08, 3.31, -5.60], [5.26, 3.34, -6.90], [-6.38, -4.47, 1.34], [-8.06, -5.04, 1.58], [-9.07, -3.94, 1.45], [-8.97, -2.76, 2.79], [-8.11, -5.52, 2.55], [-8.24, -5.79, 0.81], [-10.07, -4.35, 1.47], [-8.94, -3.39, 0.52], [-7.45, 2.02, -1.81], [-7.94, 2.09, -0.11], [-7.02, 1.30, 0.78], [-7.15, -0.46, 0.48], [-8.97, 1.73, -0.04], [-7.93, 3.14, 0.19], [-7.27, 1.46, 1.82], [-5.98, 1.59, 0.63], [-1.10, -5.70, -0.17], [0.37, -6.73, -0.17], [0.44, -7.60, 1.05], [0.72, -6.65, 2.53], [1.23, -6.07, -0.24], [0.32, -7.35, -1.06], [1.27, -8.30, 0.96], [-0.47, -8.18, 1.19], [5.08, 7.00, -8.88], [4.27, 8.49, -8.32], [3.82, 8.39, -6.88], [2.49, 7.22, -6.68], [3.43, 8.69, -8.98], [4.99, 9.30, -8.41], [3.45, 9.35, -6.55], [4.63, 8.08, -6.23], [-12.85, -0.82, -0.47], [-13.40, -0.80, 1.23], [-12.51, -1.62, 2.12], [-12.63, -3.36, 1.77], [-14.43, -1.16, 1.25], [-13.39, 0.24, 1.55], [-12.79, -1.48, 3.16], [-11.46, -1.33, 2.00], [3.93, -8.08, 2.68], [4.08, -6.48, 3.44], [5.48, -6.24, 3.94], [5.89, -7.30, 5.32], [3.36, -6.43, 4.25], [3.82, -5.74, 2.69], [5.57, -5.21, 4.29], [6.22, -6.40, 3.16], [3.88, 12.11, -6.29], [3.53, 12.28, -4.55], [4.51, 11.53, -3.69], [4.36, 9.76, -3.85], [2.51, 11.94, -4.37], [3.58, 13.34, -4.32], [4.34, 11.77, -2.64], [5.54, 11.80, -3.94], [1.11, 4.33, 3.00], [0.58, 4.42, 4.70], [1.48, 3.62, 5.61], [1.34, 1.86, 5.32], [-0.44, 4.07, 4.75], [0.61, 5.47, 4.99], [1.21, 3.80, 6.64], [2.53, 3.90, 5.48]], "total_charge": 1, "relative_energy_kcal_mol": 16.0, "max_force_ev_per_a": 2.10, "homo_ev": -10.6}